Record 1
Density functional theory data (ωB97M-V/def2-TZVPD) for C35H66BBe2Cl4N2NaO21PSi as an isolated structure in a non-equilibrium geometry.

Each line ends with the Mulliken charge.
Atoms and positions in Å:
C 5.078 -3.606 3.031  -0.877
C 5.232 -3.459 1.398  0.223
C 3.878 -3.976 0.564  -0.053
C 4.247 -4.803 -0.807  -0.184
C 4.146 -3.891 -2.189  0.598
C 2.587 -3.621 -2.671  0.577
C 2.270 -4.004 -4.222  -1.227
C 2.512 -2.859 -5.343  -0.333
C 2.734 -1.330 -4.827  0.405
C 1.312 -0.450 -4.889  -1.288
C 0.672 -0.140 -3.413  0.520
C -0.351 -1.404 -3.200  -0.598
C -1.183 -1.391 -1.786  0.582
C -1.270 -2.980 -1.290  0.328
C -1.862 -3.138 0.233  -0.170
C -3.235 -4.058 0.107  -0.545
N -4.361 -3.120 -0.288  -0.521
C -0.397 1.144 -3.348  -0.745
O -0.315 1.824 -2.012  -0.249
P 1.284 1.541 -1.294  1.457
Cl 1.011 3.029 0.253  -0.375
C 1.846 2.976 -2.421  -1.006
O 0.802 4.037 -2.613  0.039
O 1.486 5.161 -2.774  -0.545
Si 3.463 1.371 -0.797  0.251
C 4.587 1.536 -2.399  -0.429
C 3.710 -0.483 -0.217  0.003
C 4.005 2.541 0.637  -0.787
O 1.648 0.215 -2.373  -0.077
H 5.771 -4.446 3.500  0.081
H 3.977 -3.852 3.389  0.264
H 5.378 -2.605 3.606  0.303
H 5.476 -2.325 1.184  -0.130
H 6.190 -4.067 1.081  0.209
H 3.370 -4.770 1.296  0.240
H 3.083 -3.126 0.420  -0.030
H 5.342 -5.242 -0.639  -0.476
H 3.500 -5.725 -0.847  0.385
H 4.661 -4.540 -3.047  0.510
H 4.768 -2.904 -2.104  -0.613
H 1.922 -4.347 -1.996  0.205
H 2.229 -2.525 -2.362  -0.516
H 1.156 -4.423 -4.308  0.251
H 2.958 -4.934 -4.516  0.305
H 3.391 -3.200 -6.075  0.309
H 1.542 -2.844 -6.039  0.073
H 3.306 -1.202 -3.815  -0.244
H 3.426 -0.804 -5.647  0.306
H 0.538 -0.917 -5.666  0.420
H 1.594 0.612 -5.356  0.311
H 0.133 -2.463 -3.311  -0.388
H -1.159 -1.322 -4.075  0.617
H -0.758 -0.673 -0.965  -1.023
H -2.292 -1.073 -2.048  0.284
H -1.919 -3.522 -2.120  0.369
H -0.155 -3.394 -1.315  -0.620
H -1.028 -3.718 0.854  0.272
H -2.063 -2.050 0.639  0.053
H -3.036 -4.839 -0.773  0.216
H -3.400 -4.610 1.129  0.367
H -4.446 -3.113 -1.334  0.217
H -5.254 -3.410 0.171  0.218
H -1.529 0.803 -3.483  0.409
H -0.238 2.029 -4.098  0.120
H 0.842 0.642 -0.250  -0.174
H 2.724 3.535 -1.836  0.510
H 2.218 2.554 -3.473  0.218
H 0.914 5.935 -2.442  0.320
H 5.679 1.147 -2.227  0.295
H 4.018 1.016 -3.280  -0.082
H 4.655 2.696 -2.663  0.291
H 2.991 -0.791 0.654  0.235
H 3.549 -1.138 -1.197  -0.382
H 4.854 -0.569 0.049  -0.273
H 3.814 3.677 0.382  0.251
H 3.443 2.237 1.629  0.216
H 5.154 2.354 0.831  0.334
Be 6.246 -1.924 -1.308  0.192
C -2.741 2.856 0.120  0.783
O -2.434 3.949 -0.332  -0.434
O -3.376 1.987 -0.488  -0.389
O -2.463 2.451 1.254  -0.623
Cl 5.542 -7.097 1.648  -0.111
C 5.103 -8.281 2.905  -0.570
C 4.265 -7.661 4.011  -0.456
Cl 5.202 -6.514 5.001  -0.167
H 6.026 -8.720 3.296  0.341
H 4.534 -9.073 2.408  0.315
H 3.905 -8.441 4.687  0.359
H 3.395 -7.130 3.610  0.291
C 2.866 -1.599 -9.387  -0.893
N 1.682 -1.479 -8.494  0.936
O 0.895 -2.432 -8.466  -0.520
O 1.577 -0.432 -7.845  -0.434
H 2.830 -2.566 -9.893  0.299
H 2.816 -0.783 -10.111  0.310
H 3.759 -1.523 -8.764  0.286
Na 5.946 -6.066 -1.800  0.896
Be -0.654 1.048 0.857  0.723
O -7.552 1.794 4.406  -0.622
C -6.649 2.550 4.050  0.655
O -6.382 3.673 4.751  -0.375
C -5.242 4.523 4.528  -0.456
C -5.517 5.516 3.415  -0.551
C -5.891 2.284 2.782  -0.607
H -4.338 3.931 4.353  0.355
H -5.076 5.070 5.462  0.358
H -5.708 5.012 2.464  0.209
H -4.669 6.193 3.284  0.370
H -6.409 6.107 3.643  0.073
H -6.472 2.654 1.933  0.256
H -5.750 1.205 2.683  0.345
H -4.895 2.724 2.764  0.040
C 2.356 4.903 3.231  -0.195
C 2.568 4.281 4.601  0.601
O 1.712 4.594 5.473  -0.610
O 3.578 3.528 4.690  -0.686
H 1.469 5.542 3.217  0.315
H 3.225 5.511 2.961  0.254
H 2.227 4.116 2.482  -0.366
Cl -0.252 0.084 -8.900  -0.445
B -9.851 6.401 6.944  1.211
O -11.252 5.969 6.919  -0.497
C -11.409 5.101 7.928  0.600
O -12.463 4.546 8.195  -0.628
C -10.162 4.935 8.629  0.583
O -9.972 4.214 9.594  -0.627
O -9.217 5.698 8.063  -0.476
O -9.183 6.084 5.678  -0.518
C -8.744 7.243 5.168  0.718
O -8.139 7.341 4.113  -0.713
C -9.094 8.327 6.048  0.420
O -8.839 9.508 5.871  -0.624
O -9.754 7.854 7.114  -0.511

Cartesian forces, eV/Å:
0.067 0.204 1.100
0.010 0.382 0.422
0.347 -1.081 1.342
-0.729 0.887 0.769
-0.359 -1.220 -0.545
-0.611 -0.549 1.196
0.019 -0.972 -0.115
-0.457 0.026 -0.951
-0.075 0.738 -1.509
1.074 1.767 0.041
-2.395 0.114 -1.044
-0.493 -0.043 0.659
-0.991 -1.370 -0.861
0.824 1.315 0.015
0.318 -0.986 -1.292
1.143 0.508 -0.056
0.241 -1.441 0.070
-0.876 0.997 -0.404
1.161 -2.723 0.496
-0.775 1.835 -4.837
-1.858 -0.089 0.954
1.284 1.945 -0.561
-0.750 -5.195 0.818
1.634 5.542 -0.330
2.434 -1.156 0.966
-0.194 1.179 -0.597
0.409 -0.462 -0.744
0.459 0.315 0.723
-1.929 -0.873 -0.996
-1.497 1.773 -1.341
2.193 0.493 -0.972
-0.664 -2.089 -1.472
-0.615 -2.339 0.242
-1.941 1.073 0.443
1.061 1.709 -1.599
1.764 -1.611 -0.042
-3.445 2.618 1.842
1.560 1.806 -0.269
-0.902 1.418 1.277
-1.308 -1.975 -0.178
1.352 1.497 -1.433
0.941 -2.347 -0.870
2.414 1.083 0.353
-1.457 1.851 0.740
-1.727 0.819 1.759
2.194 -0.025 1.475
-1.260 -0.389 -1.744
-1.452 -1.194 1.807
1.656 0.934 2.030
-0.556 -2.281 0.941
-0.552 2.072 0.136
1.966 -0.099 1.808
-0.602 -1.467 -1.580
2.291 -0.377 0.899
1.385 0.906 1.853
-2.401 0.705 -0.096
-1.889 1.377 -1.047
0.134 -2.387 -0.491
-0.318 1.357 2.173
-0.063 1.105 -2.083
-0.236 -0.094 1.603
1.047 0.339 -0.956
2.557 0.614 0.432
0.090 -1.939 1.059
-1.521 -1.413 1.921
-1.651 -0.986 -1.565
-0.772 0.987 2.218
0.805 -2.077 -0.420
-2.129 0.538 -0.382
1.414 0.813 1.546
0.025 -2.509 0.445
1.553 0.361 -1.584
0.101 1.207 2.190
-2.192 0.072 -0.021
0.469 -2.330 0.735
1.139 0.843 -1.940
-2.171 0.498 -0.436
0.785 0.303 0.079
-0.567 0.880 -2.342
0.076 0.805 -0.291
-1.249 -1.092 -2.256
3.758 -2.271 4.471
0.089 0.247 -0.171
-0.212 -0.584 0.427
-0.097 -0.018 -0.098
-0.033 -0.216 0.029
-0.165 0.247 -0.087
0.036 0.194 0.084
0.135 0.050 -0.184
0.242 -0.070 0.035
-0.177 0.033 -0.208
1.003 -1.226 0.775
0.878 1.022 0.383
1.151 -1.938 -0.080
-0.121 0.235 0.190
0.038 -0.021 0.177
-0.143 0.122 -0.119
1.418 -1.663 -2.341
-0.024 2.817 -1.375
1.609 1.456 -0.363
-1.402 -0.634 0.532
-0.197 -0.614 0.314
0.037 0.224 -0.302
-0.192 0.040 -0.122
0.600 -0.337 -0.086
-0.123 -0.065 -0.056
-0.265 -0.290 -0.053
0.145 -0.006 0.037
-0.032 -0.078 0.035
0.216 -0.105 0.031
0.085 -0.041 0.115
-0.280 0.144 -0.055
-0.095 0.191 -0.095
-0.454 0.502 -0.407
0.392 -0.177 -0.229
0.819 -0.604 -0.159
-0.950 0.329 0.574
0.078 -0.065 -0.029
-0.006 -0.149 0.024
0.112 0.070 0.117
-2.540 1.719 -1.101
-0.013 -0.106 0.075
0.063 -0.628 0.822
-4.343 -0.029 -1.737
1.422 0.663 -0.221
3.673 -1.098 2.756
-0.418 0.919 -1.252
-0.888 -0.489 0.294
0.359 1.185 -0.377
1.282 -3.135 -3.069
-0.753 0.114 1.266
-0.799 4.014 2.367
-0.247 -1.555 0.075
0.563 0.243 -0.954

## Properties
E_HOMO = -5.399 eV
F_max = 6.267 eV/Å
Total charge = -1

=====

Record 2
Density functional theory data (ωB97M-V/def2-TZVPD) for a 3-piece molecular cluster, C35H67BBrClN3O7P overall in a non-equilibrium geometry.

Each line ends with the Mulliken spin population.
Atoms and positions in Å:
C 4.821 0.826 -0.102  0.007
C 4.754 1.725 -1.444  -0.002
C 3.600 2.851 -1.402  0.000
C 2.124 2.230 -1.488  0.000
C 1.070 3.095 -2.330  0.000
C 0.075 4.012 -1.457  -0.002
C 0.089 5.399 -2.333  0.000
C 1.384 6.291 -2.038  0.000
O 2.555 5.895 -2.002  0.000
Br 1.043 8.253 -1.749  0.000
C 0.547 4.562 -0.021  0.000
O 1.621 4.493 0.602  0.000
N -0.610 5.330 0.553  0.000
C -1.802 4.640 -0.046  0.000
B -2.790 4.332 1.209  0.000
C -4.403 4.179 1.020  0.000
O -2.178 4.152 2.520  0.000
C -1.401 3.417 -1.069  0.001
C -2.586 3.604 -2.177  0.000
C -2.707 2.404 -3.231  0.000
C -3.729 1.236 -2.837  0.000
C -5.178 1.727 -2.366  0.000
O -5.348 1.515 -0.925  0.002
C -6.743 1.365 -0.593  0.000
P -1.174 1.727 -0.246  0.000
O -2.702 1.136 0.335  -0.001
Cl -0.605 0.226 -1.647  0.000
H 5.899 0.443 0.047  -0.001
H 4.453 1.369 0.831  0.000
H 4.150 -0.092 -0.308  0.001
H 5.779 2.234 -1.545  -0.001
H 4.579 1.078 -2.369  -0.001
H 3.740 3.486 -0.453  0.000
H 3.751 3.487 -2.352  0.000
H 2.238 1.185 -1.972  0.000
H 1.765 2.013 -0.413  0.000
H 1.693 3.736 -3.061  0.000
H 0.395 2.456 -3.017  0.000
H -0.833 6.045 -2.166  0.000
H 0.063 5.095 -3.448  0.000
H -0.565 6.312 0.211  0.000
H -2.302 5.415 -0.738  0.000
H -4.793 4.595 0.027  0.000
H -5.014 4.683 1.848  0.000
H -4.663 3.052 1.035  0.001
H -1.445 3.506 2.347  0.000
H -3.571 3.786 -1.599  0.000
H -2.442 4.568 -2.800  0.000
H -3.123 2.873 -4.204  0.000
H -1.659 2.031 -3.517  0.000
H -3.349 0.496 -2.061  0.000
H -3.898 0.620 -3.802  0.000
H -5.291 2.852 -2.588  0.000
H -5.997 1.120 -2.878  0.000
H -7.234 0.432 -1.048  0.000
H -6.919 1.288 0.542  0.001
H -7.312 2.298 -0.962  0.000
H -2.580 1.199 1.317  0.001
C 8.896 -3.970 -2.283  0.009
C 8.180 -3.061 -1.255  0.028
C 8.539 -3.510 0.178  0.017
C 7.840 -4.798 0.600  -0.018
C 6.332 -4.688 0.397  0.016
C 5.941 -4.258 -1.034  0.035
N 6.707 -3.066 -1.509  0.298
O 6.184 -1.972 -0.893  0.617
C 6.146 -5.445 -2.006  0.008
C 4.407 -4.027 -1.074  -0.006
C 8.821 -1.670 -1.504  -0.007
H 8.812 -5.033 -2.064  0.001
H 8.519 -3.792 -3.294  -0.007
H 9.972 -3.770 -2.302  0.000
H 8.272 -2.723 0.893  0.004
H 9.623 -3.646 0.269  0.000
H 8.240 -5.650 0.041  -0.001
H 8.053 -5.000 1.653  0.002
H 5.868 -5.649 0.640  -0.001
H 5.938 -3.968 1.123  0.004
H 6.054 -5.122 -3.047  -0.007
H 5.391 -6.220 -1.843  0.000
H 7.100 -5.954 -1.884  0.001
H 4.072 -3.277 -0.354  0.000
H 3.869 -4.948 -0.827  0.000
H 4.084 -3.715 -2.072  0.000
H 8.585 -1.303 -2.508  0.000
H 9.910 -1.724 -1.421  0.000
H 8.497 -0.919 -0.779  0.001
C -5.406 -0.861 4.926  0.016
C -6.293 -1.561 3.868  0.025
C -6.457 -3.053 4.227  0.018
C -5.205 -3.881 3.948  -0.019
C -4.737 -3.687 2.509  0.023
C -4.547 -2.204 2.126  0.024
N -5.718 -1.355 2.504  0.272
O -6.708 -1.600 1.604  0.633
C -3.259 -1.658 2.788  0.024
C -4.227 -2.126 0.610  -0.038
C -7.669 -0.864 4.043  -0.005
H -4.499 -1.411 5.171  0.001
H -5.126 0.145 4.601  -0.008
H -5.938 -0.755 5.876  0.001
H -7.289 -3.485 3.659  0.003
H -6.725 -3.158 5.284  0.002
H -4.408 -3.615 4.650  0.001
H -5.422 -4.938 4.123  0.002
H -3.801 -4.236 2.362  0.002
H -5.470 -4.154 1.842  0.006
H -3.194 -0.571 2.688  -0.013
H -2.367 -2.078 2.313  0.001
H -3.162 -1.915 3.841  0.003
H -5.006 -2.576 -0.012  0.000
H -3.304 -2.666 0.377  -0.001
H -4.089 -1.088 0.291  0.025
H -7.607 0.199 3.790  0.000
H -8.011 -0.935 5.080  0.000
H -8.454 -1.318 3.432  0.000

Cartesian forces, eV/Å:
-0.188 -0.656 -1.075
-0.046 0.490 0.793
0.447 -0.196 -0.575
0.407 -1.086 0.343
0.371 -0.391 0.108
1.307 0.313 -0.529
-1.171 0.215 -0.176
3.334 -1.975 -0.353
-4.853 1.597 -0.195
-0.084 -1.071 -0.123
1.867 0.769 2.065
-3.438 -0.044 -2.609
1.312 -1.531 -2.086
-0.858 0.745 0.283
-0.402 -0.539 1.222
-0.403 0.105 0.120
-0.955 -1.284 -2.776
-0.894 2.765 -1.795
0.169 -0.411 -0.482
-0.619 0.651 -0.444
-0.376 -0.559 -0.592
0.310 0.005 0.279
-0.781 -0.249 -0.905
-1.070 0.539 0.241
-0.154 -0.597 1.717
1.957 1.357 -0.305
-0.779 0.966 0.473
-1.817 0.554 -0.125
0.537 -0.592 -1.336
1.083 1.342 0.724
-1.578 -0.554 -0.066
0.373 0.713 1.287
-0.348 -0.790 -1.617
-0.184 -0.677 1.612
-0.298 1.654 0.591
0.323 0.415 -1.683
-1.051 -0.833 1.361
1.129 0.786 1.236
1.278 -0.759 -0.100
0.300 0.652 1.728
0.180 -0.891 0.513
0.390 -1.336 0.994
0.585 -0.606 1.327
0.912 -0.756 -0.982
0.435 1.696 -0.061
-0.212 1.300 0.521
1.546 -0.621 -0.908
0.121 -1.402 1.201
0.591 -0.723 1.493
-1.669 0.302 0.569
-0.386 1.150 -0.932
0.360 0.892 1.501
-0.131 -1.555 0.159
1.089 0.906 0.362
0.889 1.197 0.404
0.771 0.143 -1.716
0.625 -1.347 0.508
-0.235 -0.249 -1.108
-0.007 -0.340 -0.037
1.932 -0.149 -0.919
-0.350 -0.100 0.240
0.005 -0.021 -0.087
0.311 0.293 0.153
-1.062 -1.744 -0.617
-0.947 2.412 3.381
0.726 -1.699 -1.670
0.278 -0.180 -0.080
0.182 0.730 0.123
-0.696 0.255 0.202
-0.126 0.027 -0.038
-0.049 -0.014 0.126
-0.175 0.173 0.132
-0.086 0.061 -0.199
-0.076 0.132 -0.253
-0.026 0.038 -0.009
-0.004 -0.004 -0.065
-0.117 0.083 -0.241
-0.031 0.093 -0.196
0.058 0.042 0.119
-0.028 0.255 0.114
0.043 0.119 -0.057
0.203 0.053 -0.163
0.345 -0.041 -0.056
0.095 0.017 0.096
-0.053 -0.056 0.107
-0.161 -0.311 -0.005
-0.176 -0.145 -0.128
0.317 -0.078 0.096
-0.231 0.866 1.950
0.142 -0.270 -0.316
0.039 0.074 0.014
-0.413 -0.033 0.233
2.090 -0.011 -0.453
-2.887 -2.440 -1.991
1.738 1.066 1.355
0.105 -0.041 0.331
-0.736 0.191 -0.117
-0.062 -0.137 -0.755
0.029 0.042 -0.121
-0.010 -0.118 -0.049
-0.133 -0.071 -0.232
0.037 0.205 -0.084
-0.013 0.281 -0.092
-0.024 0.020 -0.034
0.024 0.061 0.007
0.038 0.254 -0.118
-0.007 0.220 -0.046
-0.119 -0.092 0.056
-0.253 -0.013 -0.132
-0.098 0.114 0.012
-0.072 0.156 0.202
-0.050 0.042 0.356
-0.081 -0.072 0.061
0.040 -0.113 -0.033
0.334 -0.092 -0.051
0.231 0.069 -0.107

## Properties
2S+1 = 3
E_HOMO (alpha / beta) = -8.937 / -9.104 eV
F_max = 5.113 eV/Å
Total charge = 0
Expectation value of S² = 2.01

=====

Number 1: DFT total energy -5750.22235 Eh. Number 2: DFT total energy -5464.92685 Eh.